Record 1
C6H11NO as an isolated structure at a distorted geometry, computed with ωB97M-V/def2-TZVPD.

Last column: natural (NBO) charge in e.
Atoms and positions in Å:
O 2.471436 -2.677330 0.487191  -0.712
N -0.749465 2.230567 -1.080953  -0.855
C 0.458215 -1.634000 0.150645  -0.558
C -0.246261 -0.366049 -0.492961  -0.306
C 1.961581 -1.566468 -0.191062  0.325
C -0.875222 1.569762 0.087810  -0.079
C 0.393207 0.575884 0.366734  -0.366
C -1.545759 0.104252 0.137555  -0.407
H -2.545512 -0.223196 -0.333337  0.200
H 1.381049 1.404756 0.522855  0.248
H -0.170689 -0.239871 -1.604902  0.268
H 0.116426 -1.403399 1.160552  0.218
H -1.398706 2.093452 0.784637  0.169
H -1.645638 -0.233740 1.195371  0.198
H 0.356947 2.788941 -1.363282  0.370
H 3.438999 -3.006343 0.345305  0.505
H -1.451564 3.250187 -1.277463  0.377
H -0.189517 -2.549875 -0.439940  0.229
H 0.240472 -0.117529 1.545245  0.177

Cartesian forces (eV/Å) of the 3 atoms listed first:
0.6 0.6 -1.1
1.8 7.5 -6.3
-3.1 -1.9 -4.6

Strongest force on any atom in Eh/bohr: 0.1933
Orbital gap in eV: 8.984
LUMO energy in eV: 0.41
Total energy in Ha: -364.824368
Total charge: 0
Molecular weight in g/mol: 113.2
HOMO in eV: -8.57

=====

Record 2
C6H11NO as an isolated structure at a distorted geometry, computed with ωB97M-V/def2-TZVPD.

Last column: natural (NBO) charge in e.
Atoms and positions in Å:
O -1.364884 -0.253136 1.650967  -0.683
N -0.755922 0.911795 -1.801024  -0.854
C 0.428874 1.089851 0.890804  0.059
C 0.920685 -0.745658 0.121245  -0.284
C -0.704312 0.286220 0.556496  0.209
C 0.379975 -2.143832 0.292466  -0.645
C 1.377534 1.946562 0.605704  -0.470
C -1.403836 0.435141 -0.637676  -0.269
H 2.217374 1.725903 -0.054742  0.205
H -2.485707 0.511798 -0.570770  0.189
H 0.063746 -2.338343 1.317550  0.224
H -0.442964 -2.344890 -0.393682  0.221
H -1.376771 0.978929 -2.594182  0.372
H -2.048234 -0.843712 1.303233  0.477
H -0.284853 1.809418 -1.685294  0.348
H 1.791604 -0.614476 0.755669  0.210
H 1.401087 2.916980 1.093735  0.226
H 1.185066 -2.849918 0.064452  0.230
H 1.101536 -0.478630 -0.914950  0.233

Cartesian forces (eV/Å) of the 3 atoms listed first:
0.1 0.1 -0.2
0.4 0.1 -0.3
0.0 -1.2 -1.1

Strongest force on any atom in Eh/bohr: 0.0320
Orbital gap (alpha / beta) in eV: 6.778 / 6.777
LUMO energy (alpha / beta) in eV: 0.56 / 0.56
Total energy in Ha: -365.000627
Total charge: 0
Molecular weight in g/mol: 113.2
HOMO (alpha / beta) in eV: -6.22 / -6.22

=====

Record 3
C6H11NO as an isolated structure at a distorted geometry, computed with ωB97M-V/def2-TZVPD.

Last column: natural (NBO) charge in e.
Atoms and positions in Å:
O -4.405327 -0.092213 -0.770601  -0.671
N 2.901531 -0.521429 -1.378794  -0.762
C 2.662569 -0.336950 0.151888  -0.371
C -3.219155 -0.332154 -0.107999  0.151
C 1.496733 0.459748 0.899285  -0.442
C -0.901128 0.079629 0.338655  -0.195
C -2.125810 0.371713 -0.380256  -0.314
C 0.279178 0.640314 0.048720  -0.213
H 3.544800 -0.014048 0.737687  0.206
H 2.633794 -1.381944 0.460139  0.205
H -3.192027 -1.155819 0.595588  0.168
H -5.082899 -0.538787 -0.258784  0.476
H -0.922213 -0.643943 1.148307  0.196
H 1.332548 -0.194938 1.757794  0.220
H 0.498606 1.206237 -0.852179  0.195
H 2.802540 0.522617 -0.853484  0.388
H 1.790144 1.445364 1.283746  0.211
H 1.929390 -0.650305 -1.679293  0.331
H -2.023275 1.136912 -1.140411  0.221

Cartesian forces (eV/Å) of the 3 atoms listed first:
0.5 -0.4 0.6
-0.9 4.5 2.6
0.6 -3.4 3.9

Strongest force on any atom in Eh/bohr: 0.1029
Orbital gap in eV: 8.892
LUMO energy in eV: 0.69
Total energy in Ha: -365.047202
Total charge: 0
Molecular weight in g/mol: 113.2
HOMO in eV: -8.20

=====

Record 4
C6H11NO in the gas phase, computed with ωB97M-V/def2-TZVPD.

Last column: natural (NBO) charge in e.
Atoms and positions in Å:
O 1.157601 1.394867 0.601202  -0.698
N 3.387441 -0.326618 0.215719  -0.847
C -1.270195 0.928134 -0.910629  -0.415
C 1.027551 0.166291 -0.012342  0.260
C -2.692472 -0.675024 0.569651  -0.598
C -0.344116 -0.166249 -0.441381  -0.266
C 2.073959 -0.639614 -0.212739  -0.132
C -1.521541 0.257169 0.401089  -0.218
H -2.883888 -1.220432 -0.351832  0.201
H -1.928047 0.708202 -1.737911  0.210
H 4.069016 -0.976631 -0.147751  0.378
H -2.497441 -1.395431 1.362627  0.209
H -0.414574 -1.122382 -0.943436  0.222
H 1.928613 -1.613172 -0.650782  0.195
H 3.661781 0.620790 -0.020856  0.362
H -1.279826 0.833569 1.285122  0.223
H 2.002639 1.405238 1.064262  0.481
H -0.887060 1.936090 -0.900437  0.226
H -3.589440 -0.114797 0.830423  0.209

Cartesian forces (eV/Å) of the 3 atoms listed first:
0.0 -0.2 -0.1
0.0 0.2 0.1
0.0 0.1 -0.1

Strongest force on any atom in Eh/bohr: 0.0078
Orbital gap in eV: 8.364
LUMO energy in eV: 0.88
Total energy in Ha: -365.170329
Total charge: 0
Molecular weight in g/mol: 113.2
HOMO in eV: -7.49
Structure (SMILES): C[C@@H]1C[C@H]1/C(O)=C/N

=====

Record 5
A 2-piece molecular cluster, C6H11NO overall at a distorted geometry, computed with ωB97M-V/def2-TZVPD.

Last column: natural (NBO) charge in e.
Atoms and positions in Å:
O 3.104596 -0.705828 -0.606104  -0.481
N 2.953139 0.465605 1.506940  -0.410
C -1.942089 1.444528 -1.287414  -0.636
C 3.398351 -2.105996 -0.637352  -0.236
C -1.666787 0.804114 0.131238  0.044
C 2.977351 -0.165601 0.540763  0.535
C -0.482637 0.389141 0.616431  -0.424
C -2.925891 0.594115 0.945281  -0.671
H 4.191044 -2.264807 -1.251652  0.200
H -0.386659 -0.173254 1.498441  0.194
H -1.112198 1.262398 -2.057188  0.218
H -2.701337 1.068346 1.918891  0.228
H -2.128201 2.422678 -1.035849  0.214
H -3.793269 1.213082 0.638599  0.209
H 2.470275 -2.645639 -0.782893  0.202
H -2.905790 0.961409 -1.578175  0.210
H 0.444198 0.307624 0.021666  0.187
H 3.781584 -2.424039 0.405543  0.191
H -3.275679 -0.447873 1.012839  0.226

Cartesian forces (eV/Å) of the 3 atoms listed first:
-0.1 0.1 -0.8
-0.2 -0.3 0.1
1.0 -3.9 0.7

Strongest force on any atom in Eh/bohr: 0.0941
Orbital gap in eV: 9.735
LUMO energy in eV: 0.64
Total energy in Ha: -365.103199
Total charge: 0
Molecular weight in g/mol: 113.2
HOMO in eV: -9.10
Structure (SMILES): C=C(C)C.COC#N

=====

Record 6
C6H11NO in the gas phase at a distorted geometry, computed with ωB97M-V/def2-TZVPD.

Last column: natural (NBO) charge in e.
Atoms and positions in Å:
O -1.454716 -0.143592 -2.466746  -0.554
N -0.627388 -0.991735 0.420071  -0.472
C -0.527178 0.253548 -0.271832  0.103
C -0.061479 -2.014378 -0.452804  -0.453
C 0.008433 1.270123 0.696798  -0.442
C -0.982270 0.550537 -1.482671  0.265
C 1.465386 1.234799 1.244334  -0.454
C 1.617208 0.022183 2.058844  -0.424
H -0.719835 1.615358 -1.737523  0.127
H 2.090462 1.148801 0.287490  0.221
H -0.122133 2.326811 0.340797  0.231
H 2.181057 -0.696545 1.588689  0.178
H 0.125125 -0.812766 1.205715  0.360
H 1.758283 2.140849 1.768888  0.239
H 0.993734 -1.746411 -0.667181  0.181
H -0.047429 -3.017112 -0.005094  0.205
H -0.669764 1.168995 1.592333  0.232
H -0.615776 -2.006520 -1.413441  0.254
H 1.935120 0.068551 3.076779  0.201

Cartesian forces (eV/Å) of the 3 atoms listed first:
0.9 1.5 3.5
2.1 2.1 -0.7
1.5 -2.1 7.3

Strongest force on any atom in Eh/bohr: 0.1617
Orbital gap in eV: 4.939
LUMO energy in eV: -2.49
Total energy in Ha: -364.993566
Total charge: 0
Molecular weight in g/mol: 113.2
HOMO in eV: -7.43

=====

Record 7
C6H11NO in the gas phase at a distorted geometry, computed with ωB97M-V/def2-TZVPD.

Last column: natural (NBO) charge in e.
Atoms and positions in Å:
O -2.478315 -0.240556 -1.014494  -0.276
N -1.285546 -0.387414 -1.154186  0.153
C -0.393673 0.376187 -0.280137  -0.042
C 1.116675 -1.693213 -0.358209  -0.657
C -1.128433 1.374293 0.606764  -0.631
C 0.329650 -0.732432 0.482228  0.037
C 0.588207 1.096643 -1.218042  -0.602
C 0.266441 -0.854462 1.798989  -0.392
H -0.429133 1.898557 1.251302  0.220
H 0.092457 1.944184 -1.685996  0.218
H 1.439799 1.459188 -0.647679  0.223
H -1.877457 0.869372 1.212840  0.227
H -0.285512 -0.189831 2.437130  0.202
H 2.046873 -1.234978 -0.691554  0.217
H 0.545027 -1.984664 -1.235763  0.235
H -1.643290 2.100202 -0.020776  0.222
H 0.798506 -1.647180 2.298128  0.200
H 0.933200 0.426462 -1.999119  0.225
H 1.364525 -2.580356 0.218574  0.220

Cartesian forces (eV/Å) of the 3 atoms listed first:
1.3 0.2 0.2
-1.6 -0.6 -0.9
0.2 0.7 0.9

Strongest force on any atom in Eh/bohr: 0.0382
Orbital gap in eV: 9.011
LUMO energy in eV: 0.14
Total energy in Ha: -365.114827
Total charge: 0
Molecular weight in g/mol: 113.2
HOMO in eV: -8.87
Structure (SMILES): C=C(C)C(C)(C)N=O

=====

Record 8
C6H11NO in the gas phase at a distorted geometry, computed with ωB97M-V/def2-TZVPD.

Last column: natural (NBO) charge in e.
Atoms and positions in Å:
O -2.612353 1.226020 -0.040282  -0.754
N -0.065162 1.980460 0.446698  -0.823
C -0.070206 0.810162 -0.219106  0.149
C 2.416059 0.417579 -0.189463  -0.667
C 1.006919 0.028861 -0.516858  -0.152
C -1.774723 0.371863 -0.460556  0.227
C -1.042529 -0.571542 0.451101  -0.083
C -0.959596 -2.031539 0.131101  -0.644
H -1.899793 -2.481656 0.470053  0.242
H 2.519174 0.725582 0.855255  0.214
H -0.129550 -2.529854 0.631272  0.217
H 0.865220 -0.827815 -1.156674  0.209
H 2.736449 1.264338 -0.806534  0.234
H 0.744324 2.295323 0.955056  0.386
H -0.893494 -2.212762 -0.941322  0.218
H -0.999571 2.273405 0.742130  0.433
H 3.106720 -0.406210 -0.364413  0.226
H -1.846258 -0.028113 -1.490916  0.141
H -1.101630 -0.304101 1.503458  0.228

Cartesian forces (eV/Å) of the 3 atoms listed first:
0.8 0.1 -0.2
-0.3 0.2 0.3
0.7 -1.3 0.2

Strongest force on any atom in Eh/bohr: 0.0374
Orbital gap (alpha / beta) in eV: 8.473 / 8.473
LUMO energy (alpha / beta) in eV: 0.41 / 0.41
Total energy in Ha: -365.089658
Total charge: 0
Molecular weight in g/mol: 113.2
HOMO (alpha / beta) in eV: -8.06 / -8.06

=====

Record 9
C6H11NO in the gas phase, computed with ωB97M-V/def2-TZVPD.

Last column: natural (NBO) charge in e.
Atoms and positions in Å:
O -2.698529 1.210185 1.132804  -0.690
N -0.733472 1.046885 0.042881  -0.623
C 1.611718 1.370054 -0.443763  -0.653
C 2.008174 -1.607446 0.020860  -0.633
C -1.964248 0.456153 0.251017  0.499
C 0.508685 0.413597 -0.075957  0.180
C 0.702225 -0.888192 0.131537  -0.267
C -2.441854 -0.627256 -0.356842  -0.621
H -3.425448 -0.991287 -0.153615  0.200
H -1.855703 -1.158468 -1.074561  0.219
H -3.593286 0.850764 1.186885  0.487
H 2.716074 -1.077410 -0.598056  0.206
H 1.844136 -2.611559 -0.388447  0.213
H 2.274178 1.555659 0.412706  0.221
H 1.194284 2.333572 -0.771463  0.217
H 2.218645 0.968407 -1.239794  0.227
H 2.459876 -1.720059 1.014359  0.212
H -0.133242 -1.494758 0.453805  0.210
H -0.692215 1.971157 0.455645  0.395

Cartesian forces (eV/Å) of the 3 atoms listed first:
0.1 0.0 -0.1
-0.4 0.7 0.4
-0.2 0.4 0.4

Strongest force on any atom in Eh/bohr: 0.0170
Orbital gap in eV: 8.491
LUMO energy in eV: 0.87
Total energy in Ha: -365.177168
Total charge: 0
Molecular weight in g/mol: 113.2
HOMO in eV: -7.62
Structure (SMILES): C=C(O)N/C(C)=C/C

=====

Record 10
C6H11NO as an isolated structure at a distorted geometry, computed with ωB97M-V/def2-TZVPD.

Last column: natural (NBO) charge in e.
Atoms and positions in Å:
O 0.841896 2.702270 0.444250  -0.675
N -2.246186 -2.284249 -0.109714  -0.855
C -0.846959 0.397421 -0.986414  -0.671
C -1.024501 -1.685750 0.348983  -0.043
C 0.771365 -0.064486 0.937372  -0.514
C 1.948621 0.339796 0.135059  -0.187
C 1.972684 1.777956 0.015737  -0.075
C -0.380279 -0.531431 0.126516  0.034
H -0.558025 -2.387654 1.113917  0.158
H 0.893225 2.118068 -0.548174  0.483
H -1.244546 1.227807 -0.415358  0.232
H 2.843008 2.455469 -0.041150  0.224
H -0.025981 0.606591 -1.615426  0.211
H -2.209582 -2.402268 -1.068269  0.359
H 2.815542 -0.333334 0.045046  0.241
H 0.875030 -0.938359 1.608210  0.240
H -1.668597 -0.062335 -1.523427  0.218
H -3.101169 -1.754217 0.125530  0.368
H 0.344455 0.818704 1.407312  0.253

Cartesian forces (eV/Å) of the 3 atoms listed first:
1.7 -3.6 -3.0
-0.4 1.2 1.5
-1.2 -1.1 2.1

Strongest force on any atom in Eh/bohr: 0.0979
Orbital gap in eV: 9.419
LUMO energy in eV: 0.35
Total energy in Ha: -365.020049
Total charge: 0
Molecular weight in g/mol: 113.2
HOMO in eV: -9.07